[1]
12
Properties=species:S:1:pos:R:3:mulliken_charge:R:1 method="wB97M-V/def2-TZVPD" total_charge=0 homo_energy_ev=-9.518 de_lowest_kj_mol=253.40 energy_ev=-7326.658 mol_weight_g_mol=82.10 orbital_gap_ev=10.52 smiles=CC#C[C@H]1CO1
C -2.633 -0.155 0.153 -1.296
C -1.211 0.079 -0.086 1.056
C -0.032 0.270 -0.250 -0.501
C 1.379 0.580 -0.355 -0.133
C 2.377 -0.335 0.214 -0.399
O 2.191 -0.240 -1.187 -0.407
H -3.066 -0.786 -0.628 0.302
H -2.779 -0.651 1.116 0.280
H -3.178 0.794 0.168 0.297
H 1.612 1.644 -0.412 0.306
H 2.026 -1.262 0.665 0.250
H 3.314 0.063 0.603 0.244

***

[2]
12
Properties=species:S:1:pos:R:3:mulliken_charge:R:1 method="wB97M-V/def2-TZVPD" total_charge=0 homo_energy_ev=-8.750 de_lowest_kj_mol=502.87 energy_ev=-7324.073 mol_weight_g_mol=82.10 orbital_gap_ev=9.12
C 1.753 -0.583 0.168 -1.133
C 0.345 -0.127 0.458 1.123
C -0.187 1.185 0.089 -0.816
C -1.692 0.989 0.076 -0.332
C -0.810 0.091 -0.679 -0.183
O -0.505 -1.061 0.755 -0.493
H 2.148 -1.067 1.067 0.327
H 2.430 0.209 -0.152 0.310
H 1.692 -1.361 -0.599 0.305
H -2.243 1.727 -0.502 0.252
H -2.250 0.513 0.884 0.190
H -0.680 -0.516 -1.564 0.451

***

[3]
12
Properties=species:S:1:pos:R:3:mulliken_charge:R:1 method="wB97M-V/def2-TZVPD" total_charge=0 homo_energy_ev=-9.555 de_lowest_kj_mol=294.94 energy_ev=-7326.228 mol_weight_g_mol=82.10 orbital_gap_ev=10.25 smiles="CC#CCC=O"
C 2.012 -0.290 0.470 -1.021
C 1.079 0.623 -0.155 0.160
C 0.021 1.143 -0.432 -0.197
C -1.267 0.632 0.134 -0.290
C -1.734 -0.412 -0.854 0.082
O -1.566 -1.597 -0.692 -0.460
H 2.008 -0.110 1.552 0.276
H 3.018 -0.200 0.073 0.326
H 1.628 -1.305 0.297 0.271
H -1.992 1.419 0.321 0.315
H -1.026 0.108 1.070 0.212
H -2.181 -0.010 -1.783 0.325

***

[4]
12
Properties=species:S:1:pos:R:3:mulliken_charge:R:1 method="wB97M-V/def2-TZVPD" total_charge=0 homo_energy_ev=-9.506 de_lowest_kj_mol=159.71 energy_ev=-7327.629 mol_weight_g_mol=82.10 orbital_gap_ev=10.61
C 0.959 -0.515 -1.295 -0.934
C 0.868 -0.442 0.206 -0.141
C -0.627 2.340 0.233 0.127
O -0.151 2.601 -0.766 -0.159
C -0.248 -0.546 0.882 0.144
C -1.381 -0.538 1.529 -0.739
H 1.681 -1.276 -1.613 0.346
H -0.013 -0.751 -1.737 0.301
H 1.294 0.447 -1.702 0.264
H 1.788 -0.244 0.756 0.290
H -1.899 0.409 1.663 0.243
H -1.836 -1.431 1.950 0.258

***

[5]
12
Properties=species:S:1:pos:R:3:mulliken_charge:R:1 method="wB97M-V/def2-TZVPD" total_charge=0 homo_energy_ev=-9.616 de_lowest_kj_mol=415.08 energy_ev=-7324.982 mol_weight_g_mol=82.10 orbital_gap_ev=10.59 smiles=C#C[C@H]1CCO1
C 2.863 -0.303 -0.229 -0.122
C 1.585 -0.377 -0.088 -0.649
C 0.179 -0.402 0.434 0.414
C -0.656 0.866 0.010 -0.553
C -1.753 -0.323 -0.314 -0.312
O -0.746 -1.402 -0.024 -0.399
H 4.008 -0.083 -0.245 0.353
H 0.440 -0.379 1.479 0.247
H -0.226 1.354 -0.892 0.267
H -0.932 1.730 0.743 0.256
H -2.117 -0.330 -1.395 0.273
H -2.644 -0.351 0.521 0.224

***

[6]
12
Properties=species:S:1:pos:R:3:mulliken_charge:R:1 method="wB97M-V/def2-TZVPD" total_charge=0 homo_energy_ev=-9.497 de_lowest_kj_mol=270.85 energy_ev=-7326.477 mol_weight_g_mol=82.10 orbital_gap_ev=10.49 smiles=C#CC1(O)CC1
C 2.545 0.343 0.085 -0.164
C 1.387 0.002 0.146 -0.717
C -0.040 0.094 -0.126 1.081
O -0.271 1.209 -0.948 -0.517
C -0.973 -1.033 -0.430 -0.735
C -1.174 -0.214 0.818 -0.727
H 3.550 0.683 -0.026 0.390
H 0.157 1.951 -0.499 0.352
H -1.614 -0.847 -1.287 0.256
H -0.629 -2.056 -0.314 0.258
H -1.945 0.552 0.799 0.261
H -0.994 -0.683 1.781 0.263

***

[7]
13
Properties=species:S:1:pos:R:3:mulliken_charge:R:1 method="wB97M-V/def2-TZVPD" total_charge=0 homo_energy_ev=-10.011 de_lowest_kj_mol=235.67 energy_ev=-9374.653 mol_weight_g_mol=98.10 orbital_gap_ev=10.70 smiles="O=CCC#CCO"
O 1.617 3.134 0.687 -0.457
C 1.101 2.057 0.537 -0.048
C -0.071 1.818 -0.424 -0.412
C -0.510 0.423 -0.324 -0.220
C -0.746 -0.756 -0.234 0.392
C -0.846 -2.218 -0.078 -0.467
O 0.433 -2.815 -0.008 -0.502
H 1.419 1.157 1.109 0.310
H -0.877 2.533 -0.195 0.313
H 0.281 2.023 -1.444 0.257
H -1.465 -2.462 0.800 0.246
H -1.325 -2.650 -0.959 0.279
H 0.990 -2.243 0.533 0.309

***

[8]
13
Properties=species:S:1:pos:R:3:mulliken_charge:R:1 method="wB97M-V/def2-TZVPD" total_charge=0 homo_energy_ev=-9.638 de_lowest_kj_mol=4.29 energy_ev=-9377.051 mol_weight_g_mol=98.10 orbital_gap_ev=10.10 smiles="O=C1CCC(=O)C1"
O 0.698 -2.371 -0.319 -0.548
C 0.389 -1.207 -0.264 0.372
C -1.042 -0.676 -0.163 -0.483
C -0.929 0.768 0.348 -0.449
C 0.567 1.077 0.442 0.350
O 1.043 2.034 1.001 -0.548
C 1.343 -0.026 -0.257 -0.445
H -1.631 -1.335 0.481 0.319
H -1.488 -0.729 -1.163 0.264
H -1.383 0.921 1.331 0.284
H -1.390 1.497 -0.327 0.276
H 2.316 -0.236 0.192 0.363
H 1.507 0.283 -1.301 0.244

***

[9]
13
Properties=species:S:1:pos:R:3:mulliken_charge:R:1 method="wB97M-V/def2-TZVPD" total_charge=0 homo_energy_ev=-9.046 de_lowest_kj_mol=273.21 energy_ev=-9374.264 mol_weight_g_mol=98.10 orbital_gap_ev=8.37 smiles="C=C=C=O.CC=O"
C -0.429 1.985 -1.449 -0.583
C -1.354 1.082 -1.167 -0.315
C -1.701 -0.095 -0.757 0.867
O -2.183 -1.109 -0.406 -0.435
H 0.633 1.773 -1.300 0.254
H -0.692 2.970 -1.833 0.248
C 0.885 -1.566 1.051 -0.898
C 1.126 -0.161 0.583 0.084
O 1.829 0.138 -0.356 -0.519
H 1.268 -1.679 2.072 0.323
H 1.383 -2.274 0.385 0.279
H -0.191 -1.771 1.079 0.238
H 0.607 0.631 1.166 0.456

***

[10]
13
Properties=species:S:1:pos:R:3:mulliken_charge:R:1 method="wB97M-V/def2-TZVPD" total_charge=0 homo_energy_ev=-9.958 de_lowest_kj_mol=117.30 energy_ev=-9375.880 mol_weight_g_mol=98.10 orbital_gap_ev=10.04
O 2.380 -1.195 -1.371 -0.166
C 2.068 -0.103 -1.366 0.158
C -0.516 0.046 0.135 0.574
C 0.438 0.028 1.296 -1.207
C -1.258 -0.996 -0.244 -0.850
C -0.643 1.331 -0.621 0.052
O -1.439 1.528 -1.510 -0.492
H 1.409 0.460 1.028 0.310
H 0.032 0.622 2.124 0.344
H 0.601 -0.990 1.659 0.357
H -1.976 -0.889 -1.052 0.304
H -1.172 -1.964 0.241 0.282
H 0.077 2.123 -0.319 0.335

***

[11]
13
Properties=species:S:1:pos:R:3:mulliken_charge:R:1 method="wB97M-V/def2-TZVPD" total_charge=0 homo_energy_ev=-10.217 de_lowest_kj_mol=231.19 energy_ev=-9374.700 mol_weight_g_mol=98.10 orbital_gap_ev=10.18 smiles="C#CC(=O)[C@@H](C)O"
C 2.984 -0.074 0.271 0.365
C 1.883 -0.159 -0.211 -0.278
C 0.525 -0.321 -0.731 -0.095
O 0.309 -0.560 -1.897 -0.472
C -0.603 -0.198 0.305 0.286
C -1.480 0.996 -0.033 -1.321
O -1.434 -1.337 0.264 -0.531
H 3.965 0.001 0.689 0.391
H -0.151 -0.071 1.302 0.294
H -2.270 1.094 0.717 0.329
H -1.937 0.829 -1.013 0.332
H -0.901 1.924 -0.061 0.365
H -0.890 -2.124 0.399 0.335

***

[12]
13
Properties=species:S:1:pos:R:3:mulliken_charge:R:1 method="wB97M-V/def2-TZVPD" total_charge=0 homo_energy_ev=-10.481 de_lowest_kj_mol=208.43 energy_ev=-9374.935 mol_weight_g_mol=98.10 orbital_gap_ev=10.42 smiles="C#CC(=O)[C@@H](C)O"
C 2.747 0.552 0.325 0.291
C 1.739 -0.057 0.076 -0.540
C 0.566 -0.837 -0.293 0.370
O 0.679 -1.833 -0.983 -0.567
C -0.806 -0.435 0.239 0.220
C -1.096 1.059 0.178 -1.196
O -1.789 -1.145 -0.459 -0.549
H 3.659 1.075 0.526 0.412
H -0.792 -0.747 1.301 0.173
H -2.009 1.273 0.742 0.300
H -1.253 1.373 -0.858 0.315
H -0.276 1.641 0.609 0.371
H -1.336 -1.893 -0.883 0.399

***

[13]
13
Properties=species:S:1:pos:R:3:mulliken_charge:R:1 method="wB97M-V/def2-TZVPD" total_charge=0 homo_energy_ev=-9.197 de_lowest_kj_mol=588.33 energy_ev=-9370.998 mol_weight_g_mol=98.10 orbital_gap_ev=8.81
C 1.289 -0.169 -0.464 -0.462
C 1.331 -0.170 -1.727 -0.095
C -1.526 0.231 -1.715 -0.043
C 0.173 -0.234 0.430 1.063
C 0.501 -0.128 1.843 -1.352
O -0.779 -0.212 -2.559 -0.503
O -1.006 -0.305 0.038 -0.510
H 2.221 -0.099 0.029 0.319
H -1.323 1.269 -1.385 0.292
H -2.576 -0.073 -1.315 0.206
H 0.592 0.867 2.240 0.332
H 1.435 -0.672 2.172 0.324
H -0.331 -0.306 2.413 0.430

***

[14]
13
Properties=species:S:1:pos:R:3:mulliken_charge:R:1 method="wB97M-V/def2-TZVPD" total_charge=0 homo_energy_ev=-9.636 de_lowest_kj_mol=259.98 energy_ev=-9374.401 mol_weight_g_mol=98.10 orbital_gap_ev=10.49
O 1.975 1.513 0.194 -0.559
C 1.442 0.433 0.210 0.645
C 0.460 -0.138 1.215 -0.646
C -0.424 -0.237 -0.042 0.535
C -1.731 0.369 -0.326 -0.366
O -1.543 -1.048 -0.211 -0.513
C 0.936 -0.396 -0.932 -0.716
H 0.237 0.524 2.051 0.328
H 0.724 -1.148 1.553 0.236
H -2.417 0.779 0.425 0.233
H -1.873 0.762 -1.330 0.217
H 1.119 -1.473 -0.844 0.248
H 1.292 -0.070 -1.924 0.358

***

[15]
13
Properties=species:S:1:pos:R:3:mulliken_charge:R:1 method="wB97M-V/def2-TZVPD" total_charge=0 homo_energy_ev=-8.317 de_lowest_kj_mol=512.84 energy_ev=-9371.780 mol_weight_g_mol=98.10 orbital_gap_ev=9.28
C 0.657 0.623 1.106 -0.548
O 0.621 -0.807 1.043 -0.399
C 0.201 -1.187 -0.213 -0.001
C -1.051 -0.582 -0.735 -0.337
O -1.510 0.402 0.173 -0.444
C -0.241 1.080 -0.021 0.084
C 0.077 0.250 -1.321 -0.560
H 1.691 0.974 0.975 0.287
H 0.277 0.935 2.080 0.332
H 0.439 -2.227 -0.455 0.510
H -1.799 -1.165 -1.265 0.422
H -0.354 2.167 -0.115 0.406
H 1.022 -0.553 -1.147 0.247

***

[16]
13
Properties=species:S:1:pos:R:3:mulliken_charge:R:1 method="wB97M-V/def2-TZVPD" total_charge=0 homo_energy_ev=-7.875 de_lowest_kj_mol=199.31 energy_ev=-9375.030 mol_weight_g_mol=98.10 orbital_gap_ev=8.65 smiles=Cc1ccc(O)o1
C 1.914 -0.466 -0.146 -1.164
C 0.474 -0.201 -0.093 0.255
C -0.617 -1.005 -0.215 -0.171
C -1.786 -0.205 -0.221 -0.774
C -1.286 1.041 -0.086 0.648
O -1.640 2.018 0.756 -0.528
O 0.085 1.092 -0.253 -0.394
H 2.541 0.102 0.551 0.304
H 2.091 -1.519 0.073 0.315
H 2.335 -0.283 -1.140 0.265
H -0.606 -2.077 -0.246 0.414
H -2.825 -0.482 -0.176 0.410
H -0.679 1.983 1.195 0.420

***

[17]
13
Properties=species:S:1:pos:R:3:mulliken_charge:R:1 method="wB97M-V/def2-TZVPD" total_charge=0 homo_energy_ev=-10.611 de_lowest_kj_mol=224.82 energy_ev=-9374.766 mol_weight_g_mol=98.10 orbital_gap_ev=10.54 smiles="C#CC(=O)[C@@H](C)O"
C -1.363 1.869 1.772 0.347
C -0.866 1.398 0.781 -0.461
C -0.122 0.874 -0.352 0.000
O -0.090 1.440 -1.425 -0.503
C 0.688 -0.393 -0.093 0.379
C -0.144 -1.603 -0.519 -1.228
O 1.889 -0.325 -0.819 -0.518
H -1.822 2.307 2.631 0.404
H 0.890 -0.460 0.987 0.246
H 0.382 -2.538 -0.304 0.322
H -0.346 -1.553 -1.593 0.318
H -1.094 -1.613 0.027 0.346
H 2.000 0.596 -1.093 0.349

***

[18]
13
Properties=species:S:1:pos:R:3:mulliken_charge:R:1 method="wB97M-V/def2-TZVPD" total_charge=0 homo_energy_ev=-10.339 de_lowest_kj_mol=126.13 energy_ev=-9375.788 mol_weight_g_mol=98.10 orbital_gap_ev=11.15
C -1.580 -0.691 -0.096 -1.343
C -0.260 -0.064 0.201 0.997
C 0.205 1.334 0.058 -0.726
C 0.967 0.201 -0.625 -0.283
C 1.673 -0.550 0.462 0.476
O 2.763 -0.972 0.688 -0.549
O 0.544 -0.683 1.245 -0.388
H -2.209 -0.685 0.799 0.346
H -1.461 -1.728 -0.426 0.296
H -2.093 -0.127 -0.880 0.332
H 0.639 1.848 0.911 0.233
H -0.319 1.976 -0.643 0.253
H 1.130 0.142 -1.694 0.355

***

[19]
13
Properties=species:S:1:pos:R:3:mulliken_charge:R:1 method="wB97M-V/def2-TZVPD" total_charge=0 homo_energy_ev=-9.963 de_lowest_kj_mol=293.04 energy_ev=-9374.058 mol_weight_g_mol=98.10 orbital_gap_ev=9.69 smiles="C#CC(=O)[C@@H](C)O"
C 2.719 0.292 0.160 0.384
C 1.637 -0.139 -0.139 -0.627
C 0.366 -0.709 -0.449 0.158
O 0.111 -1.226 -1.537 -0.558
C -0.799 -0.543 0.461 0.218
C -0.983 1.038 0.209 -1.133
O -1.748 -1.378 -0.101 -0.626
H 3.681 0.671 0.415 0.431
H -0.581 -0.690 1.540 0.314
H -1.964 1.211 0.633 0.335
H -1.004 1.354 -0.859 0.295
H -0.226 1.669 0.721 0.363
H -1.209 -1.551 -1.055 0.446